Below is a 7-piece molecular cluster, C55H118N8O7 overall, with properties calculated with wB97M-V/def2-TZVPD.

```
188
Properties=species:S:1:pos:R:3:forces:R:3:mulliken_charge:R:1
C 2.3899 -3.9886 9.7204 -0.202 0.726 0.404 -1.765
C 3.0931 -4.1599 8.3747 0.897 -0.853 -0.410 1.764
C 4.2766 -5.1563 8.5752 0.553 0.797 1.059 -1.997
C 2.1380 -4.8264 7.3598 -0.731 1.287 0.536 -1.182
C 1.1714 -3.8714 6.6455 0.890 0.400 -0.167 -1.001
C 1.9221 -2.6379 6.0907 0.451 -0.546 0.532 -0.942
C 2.8299 -1.9253 7.1442 -1.511 -0.326 0.898 1.847
C 3.7130 -0.9154 6.4185 0.830 -0.270 0.110 -1.909
C 1.9008 -1.2436 8.1804 -0.395 0.801 -0.379 -1.804
N 3.6966 -2.9111 7.8152 -0.280 -1.377 -0.945 0.088
O 4.5471 -2.3540 8.7764 -0.153 0.531 -0.032 -0.456
H 2.2736 -4.9336 10.2503 -0.222 -0.130 -0.293 0.461
H 2.9237 -3.3595 10.4383 0.390 -0.041 -0.199 0.349
H 1.4389 -3.4702 9.6069 -0.263 -0.479 0.016 0.361
H 3.9861 -6.1972 8.7153 -0.305 0.032 -0.363 0.388
H 5.0788 -5.0415 7.8467 -0.463 -0.164 -0.521 0.457
H 4.8027 -4.8968 9.4994 -0.151 0.061 0.143 0.415
H 2.7028 -5.3791 6.6113 -0.014 -0.168 0.114 0.394
H 1.4408 -5.4407 7.9331 0.598 -0.747 -0.035 0.385
H 0.7131 -4.5255 5.9012 -0.165 0.589 -0.457 0.346
H 0.3560 -3.5214 7.2810 0.088 -0.133 0.250 0.390
H 1.2061 -1.8996 5.7285 0.137 0.060 -0.238 0.389
H 2.6200 -2.9140 5.2977 -0.303 -0.179 -0.285 0.303
H 4.5160 -0.5791 7.0758 -0.163 0.171 0.117 0.508
H 3.2281 -0.0459 5.9766 -0.395 -0.114 0.225 0.317
H 4.2289 -1.4376 5.6107 -0.052 -0.044 -0.048 0.333
H 1.3132 -0.4854 7.6543 0.421 0.477 0.115 0.464
H 2.4652 -0.7953 9.0006 -0.064 0.351 -0.123 0.357
H 1.0949 -1.8071 8.6481 0.384 -0.682 -0.198 0.408
H 3.9616 -1.9133 9.4124 0.214 -0.002 0.192 0.367
C -4.6318 0.1462 0.9173 1.120 -1.342 0.877 -1.773
C -5.1402 -0.4567 -0.3901 -0.595 0.144 0.296 1.790
C -6.4137 0.3692 -0.7129 0.581 -0.130 -0.127 -2.054
C -4.0698 -0.2746 -1.4753 0.500 0.307 0.395 -0.141
C -4.2281 -1.2272 -2.6149 -1.564 0.614 -0.030 0.647
C -4.1015 -2.6580 -2.1317 1.825 0.153 -0.367 -1.131
C -4.5537 -2.9722 -0.6556 0.132 0.607 -1.145 1.904
C -5.1310 -4.4103 -0.8578 -1.016 0.566 1.371 -1.871
C -3.3804 -2.9837 0.3708 -0.116 -0.773 -0.583 -1.515
N -5.4902 -1.8853 -0.2968 -0.669 -0.731 -1.556 0.251
O -6.4528 -2.2115 0.6714 0.579 0.331 0.217 -0.484
H -5.2792 -0.0920 1.7659 -0.639 0.904 -0.179 0.352
H -3.7403 -0.3728 1.2900 0.397 0.113 -0.574 0.336
H -4.3454 1.1886 0.7959 -0.434 0.119 0.270 0.438
H -6.8634 0.1093 -1.6708 0.008 -0.094 0.021 0.327
H -7.1479 0.2705 0.0850 -0.048 -0.142 -0.081 0.426
H -6.0879 1.4107 -0.7357 -0.205 0.100 -0.124 0.396
H -4.0623 0.7522 -1.8487 -0.282 0.065 0.221 0.191
H -3.0638 -0.4114 -1.0659 -0.055 -0.072 0.310 -0.655
H -5.2470 -1.0864 -2.9942 -0.093 -0.046 -0.030 0.209
H -3.6099 -0.8703 -3.4408 0.391 -0.769 -0.047 -0.305
H -3.0332 -2.9012 -2.1943 0.087 -0.167 0.154 -0.116
H -4.5478 -3.3079 -2.8829 -0.332 -0.126 0.328 -0.020
H -4.2596 -5.0572 -0.9342 -0.192 -0.180 -0.324 0.434
H -5.8289 -4.5100 -1.6884 0.488 0.293 -0.434 0.393
H -5.7771 -4.7779 -0.0550 0.512 0.174 0.567 0.386
H -3.7841 -2.5938 1.3031 0.387 -0.176 0.226 0.268
H -2.4874 -2.4418 0.0601 -0.364 0.565 -0.025 0.186
H -2.9837 -3.9935 0.5023 -0.268 -0.107 0.317 0.497
H -6.0434 -1.9905 1.5223 -0.144 -0.212 0.183 0.364
C -3.0508 5.3596 -6.5141 0.048 0.697 0.320 -1.939
C -2.8232 4.8753 -5.0702 -1.676 0.434 -0.441 1.411
C -3.2761 6.0197 -4.1125 1.285 1.021 0.048 -1.755
C -3.7414 3.6655 -4.9161 -0.889 -0.018 1.393 -1.507
C -3.4946 2.8966 -3.5973 -0.012 -0.949 -1.580 -0.675
C -2.0355 2.3996 -3.5879 -1.380 1.338 2.115 0.403
C -1.0149 3.5482 -3.8728 0.055 -0.337 -0.219 2.704
C -0.7223 4.3674 -2.6077 -1.043 0.053 0.853 -1.851
C 0.2109 2.8227 -4.3790 1.227 0.496 -0.284 -1.982
N -1.4522 4.4964 -4.9244 -0.720 -2.598 -0.288 0.563
O -0.5019 5.4433 -5.3377 0.072 -0.044 0.642 -0.513
H -2.4124 6.2409 -6.5750 -0.290 0.135 -0.763 0.464
H -2.8426 4.6471 -7.3129 0.643 -0.233 0.359 0.368
H -4.1033 5.5902 -6.6898 0.018 0.437 0.352 0.410
H -3.3513 5.8436 -3.0386 -0.330 -0.788 -0.140 0.292
H -2.4433 6.7336 -4.1144 -0.039 0.191 -0.247 0.401
H -4.1411 6.6048 -4.4257 -0.180 -0.398 -0.205 0.421
H -4.7881 3.9678 -4.8069 0.088 0.727 -0.285 0.439
H -3.7747 3.1279 -5.8663 0.587 -0.762 0.358 0.239
H -3.8321 3.4493 -2.7190 0.649 0.618 -0.094 0.420
H -4.1978 2.0584 -3.5390 0.209 -0.275 -0.332 0.459
H -1.9573 1.4305 -4.0794 0.394 0.420 -0.809 -0.833
H -1.8704 2.1484 -2.5336 0.448 -0.197 -0.007 0.084
H -1.6728 4.7581 -2.2312 -0.177 -0.048 -0.162 0.344
H -0.1455 5.2758 -2.7761 0.416 -0.334 -0.264 0.414
H -0.3664 3.8133 -1.7366 0.553 -0.213 -0.329 0.256
H 0.5852 2.0298 -3.7326 -0.102 0.348 0.469 -0.244
H 0.9735 3.6026 -4.4700 0.496 -0.454 -0.054 0.840
H 0.1020 2.3200 -5.3429 -0.458 0.340 -0.162 0.321
H 0.1211 4.8774 -5.8076 0.055 0.342 -0.316 0.363
C 4.0185 2.9212 3.5373 1.138 0.378 -0.918 -0.810
C 4.8138 3.9368 2.6576 -0.580 1.814 1.391 1.786
C 4.2623 5.4021 2.9681 0.143 -1.596 0.063 -2.053
C 6.2610 3.8619 3.1998 0.047 -0.982 0.042 -1.168
C 7.1104 2.9101 2.3934 0.510 -0.379 -0.296 -0.590
C 6.9904 3.0967 0.8957 0.765 0.348 0.523 -1.345
C 5.5544 2.8753 0.4005 0.912 -0.424 0.368 2.032
C 5.5886 3.3327 -1.0582 -1.054 0.633 0.069 -2.156
C 5.2128 1.3686 0.4842 -0.634 -0.062 -0.032 -1.058
N 4.6711 3.7385 1.2188 1.697 -0.137 -1.112 0.137
O 3.3751 3.6562 0.7355 -0.895 0.253 0.428 -0.500
H 4.6153 2.0098 3.4753 -0.432 -0.346 0.196 0.381
H 4.0949 3.2954 4.5565 -0.541 -0.144 0.084 0.706
H 3.0092 2.7491 3.1685 -0.038 -0.045 0.223 -0.768
H 4.4210 5.6983 4.0073 -0.108 -0.402 0.179 0.408
H 4.7721 6.1707 2.3911 -0.301 -0.202 -0.493 0.437
H 3.1967 5.2758 2.7770 -0.089 0.889 -0.169 0.389
H 6.8252 4.7707 3.4188 -0.481 0.536 -0.866 0.472
H 6.2133 3.4391 4.2077 -0.268 -0.035 0.042 0.278
H 8.1403 3.0598 2.7246 0.110 -0.367 -0.148 0.428
H 6.8409 1.8578 2.5190 0.033 0.051 0.729 0.253
H 7.7014 2.4110 0.4278 -0.349 -0.268 -0.229 0.463
H 7.4052 4.0748 0.6334 -0.548 0.256 -0.145 0.359
H 4.5957 3.3915 -1.5085 -0.084 -0.198 0.133 0.335
H 6.1925 2.6901 -1.6971 0.230 0.002 0.220 0.377
H 5.9575 4.3589 -1.0423 0.209 -0.060 -0.298 0.508
H 4.2246 1.1276 0.0836 -0.096 0.310 -0.146 -0.437
H 5.1577 0.9804 1.5028 0.341 0.094 0.071 0.157
H 5.9041 0.7584 -0.0987 0.207 0.110 0.104 0.637
H 2.9615 2.8255 1.0282 0.049 -0.210 -0.034 0.269
C 0.5024 -1.6262 2.4710 -0.187 0.348 -1.828 -0.902
C 1.8177 -1.0636 1.8033 0.533 -2.300 1.924 1.446
C 2.6666 -0.5901 3.0150 0.457 1.428 -0.642 -1.008
C 2.5713 -2.3477 1.2961 0.065 0.015 -0.131 -1.544
C 1.9667 -2.9529 0.0329 -0.732 0.754 0.625 -0.848
C 1.8463 -1.8266 -0.9787 1.259 -0.947 -0.856 -1.068
C 1.2150 -0.4967 -0.5658 -0.913 0.088 -0.835 1.966
C 1.6534 0.4946 -1.6643 0.711 0.975 1.819 -2.414
C -0.3143 -0.5974 -0.5968 -1.112 -0.461 -0.241 -0.653
N 1.7011 -0.0999 0.7476 1.964 -0.664 -0.274 1.107
O 1.4337 1.1989 1.1744 -0.595 0.022 0.084 0.562
H -0.1002 -2.0283 1.6522 -0.225 -0.187 0.219 -0.048
H 0.7590 -2.4611 3.1197 -0.064 0.259 0.321 0.367
H -0.1183 -0.8614 2.9373 0.221 0.014 0.315 0.117
H 3.4234 -1.2832 3.3811 -0.355 -0.467 -0.181 0.337
H 3.2505 0.2788 2.7057 -0.033 0.110 0.016 -0.665
H 2.0664 -0.2690 3.8669 -0.130 -0.033 -0.066 -0.006
H 3.6336 -2.1541 1.1196 -0.038 0.501 -0.156 0.439
H 2.5935 -3.0527 2.1298 -0.257 -0.082 -0.031 0.550
H 2.5761 -3.7572 -0.3778 -0.028 -0.043 0.067 0.495
H 0.9710 -3.3439 0.2616 0.043 -0.239 -0.007 0.225
H 1.4532 -2.2258 -1.9198 -0.886 0.301 0.167 -0.037
H 2.8705 -1.6732 -1.3412 0.184 0.618 0.461 0.710
H 1.3462 0.2695 -2.6814 -0.225 -0.233 0.167 0.338
H 2.7401 0.5841 -1.5960 0.086 -0.169 -0.346 0.224
H 1.3170 1.4747 -1.3154 -0.327 0.132 -0.562 0.534
H -0.6260 -1.6266 -0.4037 -0.023 -0.041 -0.099 -0.457
H -0.7523 -0.3060 -1.5556 0.295 -0.203 -0.240 -0.232
H -0.9017 0.0004 0.1057 0.616 0.265 0.365 0.392
H 0.6726 1.1386 1.7873 -0.155 0.445 -0.162 0.046
C -0.7381 -1.2018 -4.6784 -1.223 0.747 0.071 -1.363
C -1.4289 -2.0016 -5.8208 1.961 -1.290 0.065 1.737
C -0.3954 -2.1865 -6.9453 0.172 1.445 -1.297 -1.997
C -1.5712 -3.4209 -5.2350 -0.926 -1.124 0.446 -1.129
C -2.5435 -4.3913 -5.9644 -0.042 1.338 0.438 -0.967
C -3.8799 -3.6650 -6.1153 0.208 0.347 1.201 -0.596
C -3.8146 -2.2646 -6.7143 -0.566 0.754 -1.494 1.231
C -3.7834 -2.4127 -8.2612 -0.688 0.861 0.215 -1.896
C -5.0994 -1.4896 -6.2979 0.013 -0.010 -0.467 -1.522
N -2.6887 -1.4345 -6.2501 -0.013 -1.068 1.880 1.410
O -2.5491 -0.2052 -6.9170 0.044 -0.233 -0.092 -0.674
H -1.5210 -0.9587 -3.9525 0.047 -0.410 0.289 -0.058
H 0.0419 -1.7779 -4.1835 0.035 -0.033 -0.124 0.347
H -0.3659 -0.2008 -4.9108 0.310 -0.217 -0.643 0.256
H -0.7083 -2.7820 -7.8057 -0.345 -0.264 0.279 0.324
H -0.2196 -1.1949 -7.3762 0.069 0.019 -0.069 0.423
H 0.5945 -2.5422 -6.6592 -0.197 -0.137 0.513 0.390
H -0.5873 -3.8870 -5.1601 0.172 0.214 -0.383 0.555
H -1.8670 -3.4323 -4.1802 -0.427 0.510 -0.022 0.065
H -2.1385 -4.7101 -6.9246 -0.034 -0.181 0.016 0.418
H -2.7342 -5.2272 -5.2920 0.305 -0.347 -0.321 0.497
H -4.2993 -3.4950 -5.1174 0.235 -0.293 0.254 -0.204
H -4.6388 -4.2810 -6.5990 0.090 0.210 -0.444 0.450
H -2.9833 -3.0514 -8.6310 -0.113 -0.184 0.100 0.306
H -3.6923 -1.4372 -8.7429 0.295 0.057 0.136 0.350
H -4.7763 -2.7431 -8.5725 0.188 -0.520 -0.141 0.496
H -6.0219 -1.9590 -6.6468 0.142 -0.135 -0.300 0.411
H -5.0498 -0.4874 -6.7256 -0.122 0.010 -0.050 0.446
H -5.2441 -1.3797 -5.2231 0.506 -0.141 0.091 0.066
H -2.7669 0.4335 -6.2281 -0.022 0.151 -0.121 0.297
N -1.6354 2.2206 4.9208 -1.052 -1.158 0.042 -0.470
C -0.5701 2.1495 4.0803 -1.025 2.197 -0.171 0.686
N 0.4325 2.9503 4.5490 1.085 -0.908 -1.373 -0.302
O -0.6495 1.6484 2.9583 0.635 -0.285 0.880 -0.629
H -1.6528 2.8618 5.6881 -0.001 0.074 0.041 0.152
H -2.5226 1.9479 4.5284 0.101 -0.111 0.162 0.237
H 0.3928 3.4412 5.4179 -0.007 0.044 0.045 0.184
H 1.1297 3.1851 3.8598 0.197 0.071 0.400 0.089
```
Positions in Å, forces in eV/Å.

The SMILES is CC1(C)CCCC(C)(C)N1O.CC1(C)CCCC(C)(C)N1O.CC1(C)CCCC(C)(C)N1O.CC1(C)CCCC(C)(C)N1O.CC1(C)CCCC(C)(C)N1O.CC1(C)CCCC(C)(C)N1O.NC(N)=O. The energy relative to the best compared isomer or geometry (same formula, charge and spin) comes out at 1.835 eV. As for the largest force on an atom: 0.059 hartree/bohr. For the HOMO energy, the calculation gives -7.80 eV.